Density functional theory data (ωB97M-V/def2-TZVPD) for a molecular structure, C55H61N4O.

Atoms and positions in Å:
C: 0.93329 0.30968 -1.09118
N: 1.09853 -0.36219 -3.84364
H: -3.62021 5.02923 -3.73651
C: -2.38812 3.36154 -6.76042
C: -0.15183 3.66636 -5.66667
C: 1.73166 -3.65753 -2.33709
H: -2.46114 -1.28538 -1.15904
H: -2.85233 2.27576 7.36710
C: -3.92572 2.98669 -3.11000
C: -2.08925 -0.89303 -6.46937
C: 2.07998 -0.34935 2.74631
N: 5.78271 -0.67163 4.77061
C: -3.82347 0.62175 6.42622
H: -0.10624 -2.07529 0.02479
H: 1.62187 0.97547 -1.62162
H: -3.28872 0.21512 -0.70460
C: -1.22202 3.00719 -2.34584
C: 4.50308 -0.82189 2.71448
C: 1.83355 -2.61757 -3.27782
C: -2.57702 1.42792 6.73577
H: -3.05205 -3.34951 3.04165
H: 3.22360 -2.34582 -4.91718
C: 1.88438 0.08103 -4.90392
H: 0.01870 1.62478 3.60255
H: -1.09239 -1.20061 -6.81393
C: 2.31423 -2.90466 -4.66082
C: -1.28460 2.79751 -6.10654
H: -0.17091 3.01751 -2.03162
C: 4.96667 0.55600 6.71468
H: -4.97678 -1.59762 6.43674
H: 0.86060 -1.04879 1.16250
H: -4.97396 2.94330 -3.39469
C: -2.30002 -0.26089 -0.80031
C: -3.16463 4.14230 -3.28834
H: -1.29322 -2.13831 1.92105
H: 7.79675 -1.10696 4.72733
C: -1.44231 -1.30628 2.61750
C: 7.02059 -1.06210 2.70392
C: 5.70734 -1.27052 1.95576
H: 0.75908 3.49315 -6.25451
N: -3.58443 -0.42817 5.45723
H: 5.60111 -2.33574 1.70412
H: 5.74305 -0.73640 0.99979
H: 5.38900 1.50863 6.37656
C: -3.35141 1.18307 -7.08287
C: -0.42623 -0.31282 2.73031
H: -2.41982 4.44790 -6.90578
H: -1.85726 -0.28230 0.20604
C: -3.34026 1.85538 -2.54995
H: -3.91938 0.93525 -2.45056
H: 7.79898 -1.68993 2.26644
H: 1.04143 0.43886 -0.01684
O: -2.04323 -1.09891 -3.45363
H: 6.74895 -2.48502 4.30600
C: 2.22341 0.00773 4.12508
H: 1.63657 -5.40042 -0.33716
H: 0.09519 3.53469 -4.60771
H: 7.33452 -0.01800 2.59889
C: -1.98800 1.84644 -2.18284
H: 1.55231 -2.69423 -5.42284
C: 1.08998 -3.47017 -1.11025
C: -1.26578 -0.20682 -3.10097
H: -4.53390 4.26857 -7.96496
H: -4.21558 0.14891 7.33639
H: 2.10199 -4.64842 -2.60716
H: -1.86339 0.81143 7.29376
C: 5.84234 -0.57647 6.21646
C: 3.44506 -0.02757 4.77847
H: 5.52779 -1.53257 6.67600
H: 4.97681 0.55762 7.80593
H: -4.62425 2.84809 -9.02480
C: -0.13053 0.20533 -3.96123
C: -2.51610 -1.33685 3.48608
H: -1.23923 5.05964 -3.01492
C: -4.18116 -2.71194 4.75286
C: 0.92323 -4.59433 -0.12404
H: -0.43329 4.71771 -5.80087
H: -5.55205 2.88242 -7.52255
C: -4.64019 -1.41889 5.40471
C: 3.53597 0.41782 6.20019
C: 0.82414 -0.46349 2.07147
C: -2.24783 0.58839 -6.45291
H: -0.96178 2.36725 5.66801
H: 1.10806 -4.23646 0.90006
C: -2.63451 -0.32599 4.48545
H: -4.12996 0.54165 -7.50051
H: -5.04845 -3.36463 4.63575
H: 2.55076 -3.97224 -4.72790
C: -1.82315 4.14434 -2.89620
C: 3.28441 -0.72251 2.06676
H: -3.46553 -3.22150 5.40766
C: -1.73988 0.78512 4.47581
H: -0.08915 -5.02646 -0.14783
H: -0.26403 0.66625 -1.33910
C: -3.42937 2.57057 -7.24377
H: 1.33008 1.32560 -6.62067
H: -2.26460 -1.33666 -5.48149
C: -4.59589 3.17510 -7.97580
C: 6.89022 -1.39471 4.17728
H: 2.99442 -0.30318 6.82734
H: -4.30452 -2.16146 2.67734
C: 1.42847 -1.34449 -2.87238
N: -0.17550 0.84360 -5.15556
C: 4.60340 -0.50889 4.10235
C: -1.40847 0.52445 -1.75720
C: 1.03350 -1.08454 -1.54355
C: -3.52754 -2.43466 3.40820
H: 3.01275 1.37257 6.32833
H: 3.22888 -0.96329 1.00235
H: -5.50636 -1.00556 4.85139
H: 6.89401 -0.40508 6.47746
H: -4.61701 1.29421 6.05293
C: -0.67811 0.78789 3.59526
H: -2.82536 -1.32073 -7.16265
H: -2.55997 2.69130 4.99138
C: 0.60189 -2.19320 -0.80284
H: 1.34916 0.29343 4.71149
C: -1.29707 1.42068 -5.84792
H: 2.91051 -0.21905 -4.98897
C: -1.92957 1.90825 5.44316
C: 1.11708 0.83227 -5.69270

Output
**E_tot**: -2426.36436 hartree
**Energy above the lowest of the compared OMol25 structures with the same formula, charge and spin**: 76.6 kcal/mol
**LUMO**: -3.745 eV
**Charge**: +1
**Orbital gap**: 3.38 eV
**Highest occupied orbital energy**: -7.12 eV